# 1
{
  "formula": "C25H85B3N9O16Tl",
  "method": "ωB97M-V/def2-TZVPD",
  "symbols": ["C", "C", "C", "H", "H", "H", "H", "O", "H", "H", "H", "C", "O", "H", "B", "Tl", "H", "H", "H", "N", "H", "C", "O", "H", "H", "H", "H", "C", "C", "H", "N", "H", "H", "H", "H", "H", "H", "C", "C", "H", "N", "H", "O", "H", "O", "H", "H", "H", "C", "O", "H", "C", "B", "C", "H", "H", "H", "C", "H", "H", "H", "H", "C", "O", "O", "H", "H", "C", "N", "H", "H", "H", "H", "C", "C", "H", "H", "H", "H", "H", "H", "C", "O", "H", "O", "O", "H", "N", "C", "H", "H", "H", "O", "H", "H", "O", "H", "H", "H", "H", "N", "H", "H", "H", "N", "B", "O", "H", "H", "H", "C", "H", "H", "H", "H", "O", "O", "H", "C", "H", "H", "H", "H", "C", "C", "H", "C", "H", "H", "H", "H", "H", "H", "H", "N", "C", "H", "N", "H"],
  "coordinates": [[8.30160, 10.69158, 14.75386], [11.50554, 11.20282, 20.71460], [19.42325, 15.10294, 13.31740], [8.83860, 12.96558, 20.03794], [16.25618, 8.42424, 13.30800], [11.65444, 13.40553, 18.37170], [13.74466, 17.69773, 19.74802], [12.00218, 11.43624, 8.61918], [11.18966, 14.56820, 10.79702], [12.50928, 10.88105, 20.99222], [13.10332, 14.40992, 18.31350], [18.12804, 10.58435, 8.80362], [8.35237, 7.80765, 17.41804], [10.00172, 7.86679, 12.17412], [9.65520, 14.98496, 13.77308], [11.93352, 14.26669, 15.74728], [9.83294, 9.86802, 19.08782], [13.99592, 12.23599, 12.80776], [15.57552, 13.21405, 12.44482], [11.95044, 11.54805, 10.83000], [11.81290, 11.61631, 18.79787], [9.88080, 8.77634, 10.45664], [13.35276, 16.24134, 14.13282], [13.45762, 8.98804, 16.56876], [14.46986, 10.76914, 12.97820], [10.88178, 9.50949, 16.92945], [18.93578, 15.05893, 14.29132], [13.72098, 17.87049, 12.51374], [17.89202, 11.98024, 9.24316], [6.84716, 12.65517, 18.98466], [13.20372, 17.26863, 19.01088], [11.46976, 15.09176, 18.52927], [16.12824, 7.07237, 14.35898], [19.61452, 7.44879, 12.12222], [17.15534, 11.30783, 12.69378], [13.72504, 10.06339, 15.36600], [9.53998, 13.63497, 11.81902], [13.43406, 17.59517, 17.72162], [7.31384, 12.61662, 18.00037], [10.63996, 7.83624, 16.38886], [16.68205, 7.59408, 13.69474], [10.18287, 14.23262, 13.20760], [16.53082, 13.25737, 12.36032], [17.99332, 12.51598, 13.73736], [14.86612, 9.92503, 12.75004], [10.74328, 10.63299, 21.24598], [18.79952, 12.55550, 9.05981], [17.76257, 9.28514, 7.33974], [18.99328, 8.08129, 12.75634], [18.74502, 9.73636, 9.40706], [14.39078, 11.07706, 8.60326], [12.56398, 11.47201, 9.65106], [12.13746, 14.28115, 18.77694], [15.81382, 15.10358, 15.57840], [19.99708, 14.18167, 13.21704], [9.80964, 15.27130, 10.03558], [17.76130, 14.60529, 12.59774], [9.26460, 8.50634, 17.84622], [19.71598, 8.63311, 13.35740], [10.21420, 8.99161, 13.93868], [11.52388, 12.28380, 20.85334], [10.94120, 11.56006, 10.86728], [10.31618, 14.31930, 10.19438], [10.62482, 8.17268, 11.51098], [18.45963, 15.18787, 12.29030], [13.98544, 13.64805, 13.89228], [15.22328, 14.58305, 17.36309], [9.83595, 10.89800, 14.57412], [17.59744, 10.22752, 7.66338], [12.48912, 13.04798, 13.17012], [18.53602, 8.78152, 12.05726], [10.53284, 8.69260, 9.58720], [10.09292, 13.94733, 19.28346], [17.98178, 7.35481, 13.72320], [14.10424, 9.84118, 16.36347], [12.48362, 11.86161, 11.62842], [9.72072, 9.85310, 10.51208], [14.76978, 18.13763, 12.38418], [16.39484, 12.17377, 14.09802], [17.77871, 11.88451, 10.32302], [7.89352, 11.34484, 15.52510], [14.18890, 18.89514, 17.40448], [18.37696, 6.49648, 14.47598], [8.17216, 9.65276, 15.05748], [14.95080, 14.40145, 16.46066], [9.60287, 13.31959, 10.91450], [15.76586, 14.71837, 14.55986], [9.19469, 13.48673, 19.24946], [14.08258, 11.52065, 9.55002], [11.38594, 8.22224, 17.99258], [13.22128, 8.64385, 13.11704], [8.18228, 9.15970, 19.33548], [13.07144, 16.82966, 16.86506], [10.39236, 15.69491, 14.11484], [13.23356, 12.17025, 14.44412], [10.37054, 11.98612, 14.75168], [7.40978, 11.56240, 17.74054], [8.87947, 8.35026, 10.39418], [9.27788, 14.55537, 14.68814], [15.04912, 18.67150, 16.77352], [10.60816, 9.86959, 14.24534], [12.28960, 14.16357, 19.83866], [13.26758, 18.56680, 13.21920], [13.17412, 18.03628, 11.58554], [14.47560, 10.88686, 18.51228], [13.45038, 12.76749, 13.57204], [12.97512, 11.80320, 17.09385], [14.51928, 12.51913, 9.52917], [8.91787, 15.45192, 13.13862], [17.14636, 10.91935, 7.08200], [13.75672, 10.91024, 17.39862], [12.60896, 16.45252, 19.02868], [11.57858, 10.00074, 13.99798], [14.25790, 11.52755, 19.26208], [6.70616, 13.04965, 17.20582], [9.37876, 13.42442, 17.04980], [11.37668, 10.95150, 19.33576], [17.09410, 12.50488, 8.71761], [8.72462, 13.30250, 18.06464], [15.55460, 16.16066, 15.63744], [10.55428, 13.97533, 9.18786], [20.11850, 15.94020, 13.25638], [13.81710, 14.52727, 12.67534], [13.91486, 8.99284, 12.35202], [17.06192, 12.24698, 13.23912], [13.38072, 9.33739, 11.46654], [10.63348, 8.49905, 17.25416], [7.74632, 10.90300, 13.84004], [14.53130, 11.06052, 10.43040], [15.14692, 10.17368, 18.75888], [16.85760, 14.88338, 15.80232], [13.48012, 19.47846, 16.81671], [15.16044, 9.57808, 16.42114], [14.44284, 19.48944, 18.28220], [9.07819, 9.23156, 18.87476], [13.64000, 16.47871, 12.98086], [14.42542, 8.08923, 12.01900], [13.91808, 15.43545, 12.24508], [13.97792, 15.50777, 11.23946]],
  "lowdin_charge": [0.0469, -0.1274, -0.1755, 0.1278, 0.0607, -0.0778, 0.1125, 0.0600, 0.0637, 0.0736, -0.0321, -0.6611, 0.0090, 0.0565, -0.3083, 1.4710, 0.0657, -0.0143, 0.0215, 0.2041, 0.0209, -0.1387, 0.0008, 0.0740, 0.0016, 0.0644, 0.0620, 0.0269, 0.0071, 0.0718, 0.1798, -0.0391, 0.1143, 0.0772, 0.0744, 0.0604, 0.0087, -0.5774, 0.0249, 0.0831, 0.1695, -0.0685, -0.1482, 0.0801, -0.1520, 0.0884, 0.0948, 0.1222, 0.0098, 0.0315, 0.0809, -0.6490, -0.4206, -0.1244, 0.0725, 0.0738, 0.0061, -0.6730, 0.0714, 0.0941, 0.0642, 0.0838, -0.1502, -0.1300, -0.1236, -0.0584, 0.0844, -0.5300, 0.1609, -0.0194, 0.0449, 0.0861, 0.0554, -0.5967, 0.0301, 0.0487, 0.0561, 0.0984, 0.0828, 0.0745, 0.0583, 0.0173, 0.0164, 0.0700, -0.1365, -0.1434, 0.0634, 0.2031, 0.0045, 0.0885, 0.0702, 0.1330, -0.0059, -0.0307, -0.0267, -0.0211, 0.0608, 0.0835, -0.0578, 0.0791, 0.1976, 0.0134, 0.0937, 0.0928, 0.2013, -0.4394, -0.0226, 0.0731, 0.0261, 0.1073, -0.5570, 0.0463, 0.0983, 0.1170, 0.0872, 0.0222, -0.1670, 0.0765, -0.5597, 0.0799, 0.0797, 0.0778, 0.0242, -0.1664, -0.1033, 0.0647, -0.0121, 0.0863, 0.0552, 0.1228, 0.0813, 0.0860, 0.0887, 0.0726, 0.1863, -0.5895, 0.0844, 0.2192, 0.1342],
  "energy_ha": -2946.7447,
  "e_homo_ha": -0.33254,
  "orbital_gap_ev": 3.36
}

---

# 2
{
  "formula": "C12H8ClNO2",
  "method": "ωB97M-V/def2-TZVPD",
  "symbols": ["H", "C", "H", "N", "C", "C", "O", "O", "C", "Cl", "C", "C", "C", "C", "H", "C", "C", "H", "H", "H", "C", "H", "H", "C"],
  "coordinates": [[0.00531, -3.12431, -1.69650], [1.05640, 0.52357, -2.31469], [0.68582, 2.19286, 1.77939], [-3.73350, -1.24197, 2.37184], [-0.45627, -0.19903, 2.53156], [0.90933, 2.01280, 0.78974], [-0.27721, -1.46373, 0.39469], [0.42482, -0.00202, 3.35605], [0.03075, -1.14353, -0.90132], [1.83404, 0.02646, -4.91442], [0.52442, 0.17803, -1.04345], [1.29824, -0.44607, -3.34715], [-1.83355, 0.47707, 2.88486], [0.35560, 0.69228, 0.29178], [-1.95082, 1.40339, 2.35036], [-2.84375, -0.49248, 2.61987], [0.22813, -2.13052, -1.88585], [1.18762, -2.58269, -3.77951], [1.91539, 2.22864, 0.52090], [1.41104, 1.55986, -2.39836], [-0.20401, -0.31391, 1.14154], [0.35286, 2.88799, 0.31325], [-1.85563, 0.77569, 3.98853], [0.93498, -1.81839, -3.05313]],
  "lowdin_charge": [0.0959, -0.0249, 0.0383, 0.1566, -0.2977, -0.0166, 0.1020, 0.1429, -0.1826, 0.6678, -0.1024, -0.6567, -0.0903, -0.1028, 0.1262, -0.2219, 0.0204, 0.1012, 0.0760, 0.1124, -0.1363, 0.1089, 0.1583, -0.0747],
  "energy_ha": -1127.4203,
  "e_homo_ha": -0.32614,
  "orbital_gap_ev": 8.38,
  "relative_energy_kcal_mol": 38.0,
  "smiles": "Cc1c(C(=O)CC#N)oc2ccc(Cl)cc12"
}